Density functional theory data (ωB97M-V with the def2-TZVPD basis set) for a cluster of 12 separate species, C34H75Cl2N9O14 in total in a non-equilibrium geometry.

Results
net charge: -2
lowest unoccupied orbital energy: 3.286 eV
E_HOMO: -0.2 eV
orbital gap: 3.527 eV
maximum force: 4.58 eV/A

Geometry as XYZ:
```
134
Properties=species:S:1:pos:R:3:mulliken_charge:R:1
O 1.438 -0.849 0.807 -1.04
C 0.040 -0.884 0.435 1.01
C -0.461 0.024 -0.866 -0.05
O 0.398 0.336 -1.941 -0.58
H -0.619 -0.607 1.258 -0.34
H -0.194 -1.946 0.373 -0.50
H -0.920 0.970 -0.580 -0.10
H -1.382 -0.440 -1.219 0.08
C -2.549 5.335 3.097 -0.47
C -3.225 4.183 3.688 -0.32
O -3.047 3.258 2.720 -0.23
C -2.567 3.784 1.533 0.52
O -2.418 3.264 0.418 -0.37
O -2.286 5.044 1.745 -0.36
H -1.598 5.480 3.610 0.26
H -3.146 6.247 3.091 0.34
H -4.239 4.580 3.724 0.25
H -2.898 3.954 4.703 0.33
C -1.716 -1.281 -4.369 0.00
C -2.672 -0.127 -4.479 0.66
O -3.671 -0.244 -5.179 -0.79
N -2.348 0.998 -3.849 0.22
C -3.092 2.201 -3.991 -1.19
H -0.912 -1.102 -3.655 -0.20
H -1.387 -1.724 -5.309 0.44
H -2.290 -2.081 -3.902 -0.01
H -1.667 0.849 -3.117 -0.13
H -3.180 2.586 -2.975 0.35
H -3.998 2.181 -4.597 0.33
H -2.546 2.881 -4.645 0.32
C 3.284 5.502 -1.780 -1.53
C 2.248 4.420 -1.930 0.77
O 2.474 3.253 -2.147 -0.37
N 0.943 4.865 -1.823 -0.05
C -0.241 4.025 -2.198 -0.29
H 2.914 6.527 -1.816 0.40
H 4.070 5.380 -2.526 0.34
H 3.794 5.425 -0.819 0.29
H 0.810 5.765 -1.385 0.19
H -1.078 3.986 -1.500 0.02
H 0.102 2.992 -2.143 -0.06
H -0.603 4.232 -3.205 0.27
C 2.935 -0.080 7.691 -1.14
C 3.284 -0.859 6.403 0.76
O 4.443 -1.153 6.172 -0.69
N 2.238 -0.968 5.594 0.20
C 2.187 -1.521 4.220 -0.70
H 2.031 -0.532 8.099 0.28
H 2.734 0.991 7.681 0.27
H 3.790 -0.212 8.354 0.32
H 1.471 -0.360 5.839 0.14
H 2.998 -2.154 3.859 0.37
H 1.994 -0.839 3.391 0.19
H 1.244 -2.063 4.152 0.07
C -4.649 1.225 -0.588 0.08
C -5.385 0.015 -0.050 0.43
O -5.228 -0.522 1.073 -0.66
N -6.041 -0.675 -1.030 -0.16
C -6.718 -1.988 -0.846 -0.99
H -4.322 1.074 -1.617 -0.16
H -3.756 1.212 0.036 -0.12
H -5.105 2.180 -0.327 0.30
H -6.095 -0.301 -1.967 0.26
H -6.994 -2.260 0.173 0.30
H -6.310 -2.854 -1.367 0.27
H -7.707 -1.842 -1.281 0.41
C -1.584 -2.740 4.839 -1.03
C -1.442 -1.292 4.989 0.89
O -0.649 -0.927 5.814 -0.74
N -2.183 -0.459 4.308 0.19
C -3.137 -0.831 3.268 -1.06
H -1.311 -2.988 3.813 0.00
H -2.652 -2.945 4.918 0.43
H -1.019 -3.366 5.529 0.30
H -2.080 0.536 4.445 0.18
H -2.702 -1.267 2.369 0.13
H -3.662 0.066 2.941 0.27
H -3.912 -1.403 3.778 0.40
C 1.390 4.266 1.928 -1.12
C 1.774 2.846 1.487 0.83
O 2.361 2.692 0.488 -0.54
N 1.735 1.795 2.349 0.08
C 0.677 1.731 3.361 -0.45
H 1.812 4.973 1.214 0.21
H 1.813 4.253 2.933 0.49
H 0.329 4.501 2.017 -0.03
H 1.923 0.925 1.872 -0.02
H -0.011 0.920 3.124 -0.09
H 0.036 2.611 3.301 0.23
H 1.104 1.532 4.344 0.15
C 5.375 1.465 -5.567 -1.32
C 3.998 1.435 -4.926 0.71
O 3.886 1.619 -3.777 -0.41
N 2.962 0.960 -5.656 -0.09
C 1.580 1.255 -5.198 -0.71
H 6.100 0.749 -5.178 0.26
H 5.768 2.454 -5.335 0.26
H 5.363 1.313 -6.647 0.39
H 3.143 0.647 -6.599 0.23
H 0.908 0.937 -5.995 0.40
H 1.429 2.319 -5.017 0.21
H 1.442 0.827 -4.205 0.16
C 3.271 -3.557 -3.953 -1.14
C 2.586 -2.328 -3.382 0.37
O 3.159 -1.250 -3.392 -0.42
N 1.266 -2.435 -2.930 0.96
C 0.455 -3.637 -3.008 -0.60
H 3.604 -3.980 -3.006 -0.02
H 4.102 -3.388 -4.639 0.32
H 2.650 -4.351 -4.369 0.35
H 0.858 -1.567 -2.613 -0.38
H 0.290 -3.952 -4.038 0.35
H -0.479 -3.522 -2.459 -0.37
H 0.858 -4.517 -2.507 0.34
C 5.048 -4.426 -0.355 -1.43
C 4.023 -3.315 -0.094 0.70
O 4.146 -2.296 -0.704 -0.47
N 2.952 -3.524 0.721 0.20
C 2.934 -4.559 1.820 -1.23
H 4.756 -5.155 -1.111 0.30
H 5.055 -5.224 0.387 0.46
H 6.065 -4.039 -0.420 0.27
H 2.179 -2.874 0.704 0.07
H 3.176 -5.501 1.329 0.45
H 1.922 -4.741 2.182 0.32
H 3.532 -4.330 2.703 0.30
Cl -2.148 -5.882 0.651 -0.22
C -2.795 -4.320 0.842 0.59
C -2.610 -3.413 -0.416 1.13
Cl -3.277 -4.236 -1.892 -0.27
H -2.128 -3.778 1.512 -0.49
H -3.812 -4.372 1.232 0.36
H -1.578 -3.181 -0.679 -0.65
H -3.226 -2.516 -0.365 -0.44
```